A:
ORCA calculation (ωB97M-V with the def2-TZVPD basis set) on a cluster of 2 separate species, CH2N2S2 in total.

The value obtained for the LUMO energy (alpha / beta) is -1.109 / -1.242 eV. The multiplicity is 1. As for the net charge: 0. The gap between HOMO and LUMO (alpha / beta) is 7.71 / 7.48 eV.

Atoms and positions in Å:
S: -2.09 1.31 1.14
S: 0.02 0.28 -0.57
N: -0.83 1.44 0.10
N: 1.15 -1.42 1.36
C: 2.20 -1.81 1.12
H: 3.19 -2.16 1.15
H: -0.35 2.46 0.17

---

B:
ORCA calculation (ωB97M-V with the def2-TZVPD basis set) on a structure of composition CH2N2S2.

The value obtained for the LUMO energy is -0.026 eV. The multiplicity is 1. As for the net charge: 0. The gap between HOMO and LUMO is 7.95 eV.

Atoms and positions in Å:
S: 2.44 -0.38 -0.06
S: 1.34 1.40 0.09
N: 0.92 -1.13 -0.15
N: -1.25 0.04 0.15
C: 0.07 0.02 -0.05
H: -1.93 0.83 0.29
H: -1.59 -0.78 -0.28

---

Stability summary - winner: B; margin: 135.9 kJ/mol.

---

A:
ORCA calculation (ωB97M-V with the def2-TZVPD basis set) on the molecule C21H27ClN2O5.

The value obtained for the LUMO energy is 0.534 eV. The multiplicity is 1. As for the net charge: 0. The gap between HOMO and LUMO is 9.77 eV.

Atoms and positions in Å:
Cl: 3.22 0.68 -5.01
O: -2.67 -0.99 -3.47
O: -5.54 -3.05 -5.55
O: -7.13 -0.53 0.47
O: -3.58 -2.13 1.02
O: 1.85 0.71 -7.69
N: -0.84 -1.49 -2.26
N: -6.59 -2.43 1.49
C: -5.50 -3.35 1.86
C: -2.46 -1.28 1.24
C: -6.68 -1.67 0.39
C: -5.48 -4.43 -5.18
C: -0.88 0.03 -8.25
C: -1.07 -0.49 -5.79
C: -5.80 -4.44 -3.69
C: -1.45 -1.03 -3.36
C: -0.27 -0.07 -6.86
C: 1.07 0.28 -6.64
C: 0.79 -0.20 -4.28
C: -5.69 -2.20 -4.40
C: -0.55 -0.57 -4.49
C: 2.64 -0.31 -8.27
C: -4.16 -2.65 2.20
C: -5.27 -3.09 -3.24
C: -1.94 -0.81 -0.13
C: -1.53 -1.96 -1.06
C: 1.59 0.22 -5.34
C: -5.77 -2.65 -1.93
C: -6.20 -2.25 -0.85
H: -0.57 -0.81 -8.87
H: -4.34 -1.86 2.94
H: -2.10 -0.75 -5.97
H: 0.16 -1.59 -2.29
H: -1.67 -1.81 1.78
H: -5.82 -3.95 2.71
H: -2.75 -0.42 1.84
H: -2.41 -2.57 -1.30
H: -6.88 -4.51 -3.54
H: -4.18 -3.11 -3.18
H: -5.33 -4.06 1.05
H: -0.88 -2.65 -0.52
H: -0.55 0.95 -8.74
H: -5.34 -5.27 -3.17
H: -1.10 -0.13 0.03
H: -2.72 -0.22 -0.61
H: -3.47 -3.37 2.65
H: 3.21 0.10 -9.11
H: -6.74 -1.90 -4.32
H: -1.97 0.08 -8.22
H: 2.03 -1.13 -8.66
H: 1.22 -0.21 -3.29
H: 3.37 -0.72 -7.56
H: -7.04 -1.96 2.26
H: -6.21 -5.02 -5.74
H: -4.47 -4.80 -5.34
H: -5.08 -1.30 -4.48

---

B:
ORCA calculation (ωB97M-V with the def2-TZVPD basis set) on the molecule C21H27ClN2O5.

The value obtained for the LUMO energy is 0.575 eV. The multiplicity is 1. As for the net charge: 0. The gap between HOMO and LUMO is 9.69 eV.

Atoms and positions in Å:
Cl: 0.36 1.96 -5.63
O: -2.78 -4.35 0.87
O: -5.76 -3.78 1.56
O: -1.90 1.69 -7.55
O: -5.97 -2.43 -4.94
O: -2.44 -3.30 -3.62
N: -5.34 -6.00 1.14
N: -1.36 -1.86 -2.26
C: -2.87 -0.24 -6.51
C: -1.85 -1.17 -4.53
C: -3.95 -6.34 1.51
C: -2.43 -2.17 -0.03
C: -2.45 -3.02 1.23
C: -0.86 -0.20 -4.59
C: -1.89 -2.22 -3.44
C: -5.66 -2.47 -3.56
C: -6.73 -4.50 -4.08
C: -5.59 -3.96 -3.23
C: -1.39 -2.66 -1.05
C: -6.56 -3.68 -5.35
C: -1.87 0.74 -6.56
C: -2.84 -1.19 -5.50
C: -3.99 -0.25 -7.52
C: -5.69 -4.25 -1.81
C: -5.76 -4.49 -0.65
C: -3.08 -5.19 1.98
C: -5.71 -4.71 0.78
C: -1.12 1.35 -8.68
C: -0.88 0.75 -5.60
H: -4.72 -1.95 -3.36
H: -2.14 -5.57 2.41
H: -0.06 -0.16 -3.86
H: -3.20 -2.63 1.92
H: -4.87 -0.74 -7.12
H: -7.69 -4.29 -3.62
H: -0.39 -2.66 -0.59
H: -2.25 -1.12 0.23
H: -3.61 -1.94 -5.46
H: -4.63 -4.35 -3.58
H: -1.58 -3.70 -1.29
H: -3.68 -0.76 -8.44
H: -3.47 -6.76 0.62
H: -5.94 -6.28 1.91
H: -1.20 2.16 -9.40
H: -3.97 -7.14 2.25
H: -0.07 1.22 -8.42
H: -6.66 -5.57 -4.25
H: -3.60 -4.63 2.77
H: -5.88 -4.18 -6.04
H: -1.48 0.43 -9.15
H: -3.42 -2.21 -0.49
H: -4.28 0.77 -7.79
H: -0.96 -0.93 -2.19
H: -6.46 -1.97 -3.00
H: -1.47 -2.99 1.73
H: -7.53 -3.51 -5.84

---

Stability summary - winner: A; margin: 41.6 kJ/mol.

---

A:
ORCA calculation (ωB97M-V with the def2-TZVPD basis set) on a structure of composition BrHNO3S.

The value obtained for the LUMO energy is 3.374 eV. The multiplicity is 1. As for the net charge: -1. The gap between HOMO and LUMO is 8.36 eV.

Atoms and positions in Å:
Br: 2.44 0.25 0.22
S: 0.32 -1.67 -0.14
O: 0.06 -1.76 -1.56
O: -0.86 -1.86 0.68
O: 1.49 -2.35 0.32
N: 0.66 0.07 -0.07
H: 0.29 0.37 -1.08

---

B:
ORCA calculation (ωB97M-V with the def2-TZVPD basis set) on the ion BrHNO3S with charge -1.

The value obtained for the LUMO energy is 3.319 eV. The multiplicity is 1. As for the net charge: -1. The gap between HOMO and LUMO is 8.77 eV.

Atoms and positions in Å:
Br: 1.83 1.37 0.75
S: -0.36 -0.68 -0.03
O: -1.78 -0.42 0.10
O: 0.13 -1.06 -1.36
O: 0.14 -1.39 1.12
N: 0.08 1.05 0.27
H: -0.03 1.14 -0.86

---

C:
ORCA calculation (ωB97M-V with the def2-TZVPD basis set) on a structure of composition BrHNO3S.

The value obtained for the LUMO energy is 3.302 eV. The multiplicity is 1. As for the net charge: -1. The gap between HOMO and LUMO is 8.43 eV.

Atoms and positions in Å:
Br: -1.72 1.13 0.86
S: 0.17 -0.56 -0.44
O: -0.53 -0.21 -1.69
O: -0.40 -1.60 0.35
O: 1.64 -0.72 -0.62
N: 0.02 1.00 0.30
H: 0.81 0.96 1.23

---

Stability summary - winner: A; margin: 5.4 kJ/mol.

---

A:
ORCA calculation (ωB97M-V with the def2-TZVPD basis set) on a structure of composition C8H16Cl8.

The value obtained for the LUMO energy is 0.157 eV. The multiplicity is 1. As for the net charge: 0. The gap between HOMO and LUMO is 9.12 eV.

Atoms and positions in Å:
Cl: 11.80 8.03 -22.04
Cl: 12.01 9.89 -20.59
Cl: 8.74 9.97 -20.22
Cl: 9.65 9.72 -24.12
Cl: 9.34 8.40 -16.67
Cl: 9.90 7.21 -19.57
Cl: 12.37 8.97 -17.79
Cl: 7.98 6.85 -23.23
C: 9.29 9.20 -22.51
C: 11.22 10.61 -19.20
C: 9.33 7.64 -22.46
C: 9.87 9.97 -18.85
C: 10.57 7.06 -16.88
C: 12.29 6.92 -20.75
C: 11.98 7.65 -16.68
C: 11.70 7.35 -19.40
H: 12.82 6.97 -16.80
H: 8.27 9.45 -22.23
H: 10.49 6.73 -17.92
H: 10.23 7.18 -22.87
H: 13.37 6.77 -20.71
H: 11.10 11.69 -19.34
H: 9.98 9.70 -21.83
H: 12.06 8.37 -19.22
H: 9.31 10.62 -18.17
H: 12.02 6.70 -18.59
H: 9.33 7.35 -21.41
H: 11.92 10.55 -18.37
H: 10.43 6.23 -16.19
H: 9.92 8.95 -18.46
H: 12.00 8.09 -15.69
H: 11.83 5.95 -20.98

---

B:
ORCA calculation (ωB97M-V with the def2-TZVPD basis set) on a cluster of 4 separate species, C8H16Cl8 in total.

The value obtained for the LUMO energy is 0.595 eV. The multiplicity is 1. As for the net charge: 0. The gap between HOMO and LUMO is 11.27 eV.

Atoms and positions in Å:
Cl: 1.99 -0.82 -1.20
Cl: 4.94 -3.96 -2.08
Cl: 6.73 -4.41 0.67
Cl: -2.44 2.23 2.66
Cl: 0.09 2.02 -1.27
Cl: -5.51 -2.07 2.94
Cl: -1.83 5.39 -0.21
Cl: -2.72 -0.48 0.04
C: -2.55 3.20 1.15
C: 1.42 0.09 -2.64
C: -2.04 4.61 1.36
C: -3.82 -1.64 0.87
C: 4.91 -2.85 -0.68
C: 0.06 0.69 -2.41
C: -4.34 -1.01 2.13
C: 6.23 -2.81 0.04
H: 4.63 -1.88 -1.09
H: 6.16 -2.14 0.91
H: -0.37 1.01 -3.36
H: 2.21 0.77 -2.93
H: -3.24 -2.54 1.07
H: 4.13 -3.19 -0.01
H: -0.65 -0.06 -2.05
H: -4.61 -1.90 0.17
H: -3.54 -0.79 2.85
H: -1.14 4.68 1.96
H: 1.41 -0.63 -3.46
H: 7.03 -2.38 -0.56
H: -2.82 5.16 1.89
H: -4.80 -0.04 1.96
H: -1.93 2.65 0.46
H: -3.58 3.12 0.82

---

Stability summary - winner: B; margin: 1023.6 kJ/mol.

---

A:
ORCA calculation (ωB97M-V with the def2-TZVPD basis set) on a structure of composition C2HN3.

The value obtained for the LUMO energy (alpha / beta) is -2.393 / -2.393 eV. The multiplicity is 1. As for the net charge: 0. The gap between HOMO and LUMO (alpha / beta) is 7.81 / 7.81 eV.

Atoms and positions in Å:
N: -1.88 -1.05 0.00
N: -1.24 1.17 -0.05
N: -3.05 -0.39 -0.02
C: -0.76 -0.08 -0.01
C: -2.48 0.77 0.06
H: 0.67 -0.16 -0.07

---

B:
ORCA calculation (ωB97M-V with the def2-TZVPD basis set) on a structure of composition C2HN3.

The value obtained for the LUMO energy (alpha / beta) is -1.594 / -1.596 eV. The multiplicity is 1. As for the net charge: 0. The gap between HOMO and LUMO (alpha / beta) is 8.68 / 8.68 eV.

Atoms and positions in Å:
N: 0.71 0.64 0.50
N: -0.04 -1.41 0.36
N: -0.84 -0.77 -0.38
C: 0.92 -0.71 0.17
C: -0.47 0.68 -0.07
H: -0.28 1.57 -0.57

---

Stability summary - winner: A; margin: 96.6 kJ/mol.

---

A:
ORCA calculation (ωB97M-V with the def2-TZVPD basis set) on a structure of composition C30H42N2O2P2Sn.

The value obtained for the LUMO energy is 0.067 eV. The multiplicity is 1. As for the net charge: 0. The gap between HOMO and LUMO is 7.71 eV.

Atoms and positions in Å:
Sn: 1.22 0.11 0.70
P: 0.11 1.75 -6.41
P: 0.10 -1.34 -6.51
O: -1.01 -0.08 3.46
O: 0.78 3.36 1.00
N: -0.06 1.39 1.94
N: -0.28 3.28 3.12
C: 1.72 0.98 4.84
C: 3.33 2.00 6.34
C: -0.80 -1.57 -1.86
C: 0.22 2.75 1.91
C: -4.05 2.52 6.37
C: -0.54 1.01 3.18
C: 0.91 2.11 4.94
C: 0.33 0.97 -8.10
C: -1.88 -0.72 -2.43
C: 1.62 0.76 -2.76
C: 1.27 3.16 5.79
C: -1.64 2.42 4.96
C: -4.00 2.92 5.02
C: 1.72 -2.08 -6.96
C: 0.50 -1.50 -2.17
C: -2.87 2.14 7.02
C: -1.00 -2.79 -6.75
C: -1.66 2.09 6.32
C: 2.94 0.94 5.53
C: -1.53 2.52 -6.70
C: 0.71 1.50 -1.82
C: -0.63 1.43 -1.80
C: -0.39 2.23 4.12
C: -1.48 0.73 -2.81
C: 1.12 -0.63 -3.22
C: 0.40 -1.85 1.29
C: -2.79 2.88 4.32
C: 1.19 3.21 -6.64
C: -0.25 -0.45 -8.12
C: 2.49 3.11 6.48
H: -1.74 3.23 -5.89
H: -2.71 -0.67 -1.71
H: -2.88 1.88 8.08
H: -4.90 3.27 4.52
H: -2.41 1.31 -2.93
H: -2.32 1.75 -6.68
H: 2.61 0.65 -2.29
H: 3.58 0.06 5.41
H: 0.19 -1.05 -8.94
H: 1.22 -2.16 -1.67
H: 1.41 0.96 -8.32
H: 0.60 4.01 5.93
H: -0.62 -1.70 1.68
H: -2.04 -2.46 -6.71
H: 1.41 0.11 4.25
H: -0.80 -3.28 -7.72
H: 0.40 -2.48 0.40
H: 1.79 1.37 -3.67
H: 2.78 3.95 7.11
H: -1.16 -2.32 -1.15
H: -2.74 3.19 3.28
H: -1.55 3.04 -7.67
H: -0.74 1.80 6.83
H: 1.67 -2.54 -7.96
H: 1.98 -1.17 -3.64
H: 0.93 3.76 -7.56
H: -0.82 -3.50 -5.93
H: 0.42 -0.50 -4.07
H: -1.34 -0.44 -8.25
H: -0.02 4.24 3.34
H: -0.99 0.72 -3.80
H: 1.09 3.87 -5.77
H: 1.22 2.24 -1.18
H: -0.17 1.61 -8.84
H: 4.29 1.97 6.86
H: -5.00 2.50 6.90
H: 2.24 2.88 -6.70
H: 1.06 -2.27 2.06
H: -2.31 -1.19 -3.34
H: -1.19 1.93 -1.00
H: 1.98 -2.85 -6.22
H: 2.50 -1.31 -6.95

---

B:
ORCA calculation (ωB97M-V with the def2-TZVPD basis set) on a structure of composition C30H42N2O2P2Sn.

The value obtained for the LUMO energy is -1.120 eV. The multiplicity is 1. As for the net charge: 0. The gap between HOMO and LUMO is 6.70 eV.

Atoms and positions in Å:
Sn: 2.83 0.78 -0.85
P: 1.05 -1.49 -5.14
P: 1.16 1.97 -4.84
O: 0.02 -0.64 3.20
O: 2.07 2.41 0.58
N: 0.63 2.59 2.46
N: 1.55 0.62 1.93
C: -2.58 1.76 -2.44
C: 0.68 -0.23 -6.52
C: 2.47 3.68 6.15
C: 3.42 1.45 5.97
C: 0.38 1.75 3.61
C: -2.97 -1.86 -2.65
C: 3.45 2.73 6.51
C: 2.43 1.10 5.03
C: -2.48 1.77 6.14
C: -3.53 2.34 5.40
C: 1.64 0.94 -6.39
C: -0.10 -2.69 -6.05
C: 1.84 -1.13 -0.24
C: 1.48 1.92 1.60
C: -3.24 1.48 -3.58
C: -3.31 2.66 4.06
C: -3.97 -0.78 -2.46
C: 2.51 -2.28 -5.96
C: -0.23 2.85 -5.78
C: 1.47 2.04 4.65
C: -1.04 -0.25 -2.96
C: 1.50 3.34 5.19
C: -1.75 -1.55 -3.11
C: -2.06 2.44 3.45
C: -1.62 0.72 -1.85
C: -3.91 0.17 -3.74
C: -1.02 1.91 4.19
C: -1.25 1.51 5.52
C: 2.25 3.40 -5.25
C: 0.64 0.39 2.94
H: -2.77 2.70 -1.85
H: 2.20 -2.68 -6.94
H: 4.22 3.01 7.24
H: -3.25 -2.88 -2.39
H: -2.20 0.10 -1.15
H: -3.42 -0.43 -4.51
H: -1.12 -2.34 -3.50
H: -0.54 3.75 -5.21
H: 3.25 3.11 -5.59
H: 2.80 -3.11 -5.31
H: 0.46 -3.06 -6.93
H: -1.14 2.24 -5.93
H: 2.68 0.58 -6.22
H: 2.33 3.97 -4.31
H: 0.64 3.61 2.52
H: 2.59 -1.91 -0.06
H: -5.01 -1.09 -2.30
H: 2.45 4.68 6.60
H: 0.17 3.20 -6.75
H: 1.63 1.56 -7.32
H: -1.02 -2.21 -6.40
H: -4.12 3.10 3.47
H: 2.42 0.11 4.58
H: 1.08 -1.43 -0.98
H: 0.75 -0.74 -7.50
H: -0.83 1.15 -1.21
H: 0.02 -0.42 -2.71
H: 1.76 4.04 -6.01
H: -4.93 0.38 -4.07
H: -1.91 2.67 2.40
H: 0.75 4.08 4.87
H: -0.34 -3.53 -5.39
H: -3.77 -0.20 -1.54
H: -1.00 0.32 -3.90
H: -2.61 1.50 7.19
H: -0.38 0.07 -6.39
H: 4.14 0.68 6.28
H: 1.33 -0.87 0.70
H: -3.36 2.15 -4.46
H: -0.44 1.01 6.07
H: -4.48 2.56 5.89
H: 3.36 -1.61 -6.08

---

Stability summary - winner: A; margin: 393.6 kJ/mol.